Entry 1:
# C33H25EuN5O4S

A structure of composition C33H25EuN5O4S in a non-equilibrium geometry (ωB97M-V/def2-TZVPD, the Open Molecules 2025 dataset).

Structure (ORCA input):
```
! RIJCOSX wB97M-V def2-TZVPD def2/J DEFGRID3
* xyz 0 8
Eu 0.1596 -0.4753 0.0896
O -2.0582 3.0973 -0.3976
C -0.9827 2.1824 -0.2828
O -1.3962 0.8920 -0.3917
C -0.3018 2.3942 1.0927
C -0.1762 3.5557 1.8396
C 0.4287 3.4627 3.0897
C 0.8840 2.2382 3.5729
C 0.7460 1.1318 2.7524
N 0.1835 1.2470 1.5540
C 1.1928 -0.3259 3.0487
O 1.7245 -0.5743 4.1204
O 0.9431 -1.1238 2.0747
H -2.8325 2.5471 -0.5439
H -0.5622 4.4914 1.4579
H 0.5304 4.3521 3.6998
H 1.3301 2.1298 4.5520
N 3.3704 -1.2893 -3.2137
C 2.8587 -1.7814 -4.4291
C 3.7215 -2.0864 -5.4679
C 3.2209 -2.5443 -6.6805
C 1.8558 -2.6692 -6.8614
C 0.9882 -2.3526 -5.8211
C 1.4886 -1.9341 -4.6027
S 0.3779 -1.6091 -3.2485
N 1.3444 -0.7753 -2.1246
C 2.6176 -0.6809 -2.2508
C 3.3446 0.1693 -1.2706
C 4.5750 0.7351 -1.5834
C 5.2128 1.5258 -0.6415
C 4.6043 1.7077 0.5852
C 3.3667 1.1199 0.8044
N 2.7297 0.3827 -0.1002
H 4.3684 -1.2057 -3.1581
H 4.7903 -1.9700 -5.3257
H 3.9048 -2.7934 -7.4805
H 1.4582 -3.0088 -7.8082
H -0.0830 -2.4422 -5.9541
H 5.0228 0.6027 -2.5593
H 6.1658 1.9858 -0.8659
H 5.0666 2.3009 1.3616
H 2.8712 1.2498 1.7551
N -1.2037 -2.4162 -0.3730
C -1.9626 -3.2638 -0.5309
C -2.8838 -4.3316 -0.7147
C -3.5392 -4.5056 -1.9353
C -4.4190 -5.5611 -2.0898
C -4.6487 -6.4402 -1.0399
C -4.0000 -6.2638 0.1748
C -3.1179 -5.2129 0.3450
H -3.3549 -3.8126 -2.7451
H -4.9300 -5.6997 -3.0331
H -5.3368 -7.2651 -1.1686
H -4.1826 -6.9473 0.9931
H -2.6058 -5.0607 1.2855
C 0.0841 2.4665 -1.4103
C 0.2419 3.9050 -1.8119
C 1.2556 4.6967 -1.2809
C 1.4041 6.0196 -1.6758
C 0.5377 6.5685 -2.6085
C -0.4851 5.7906 -3.1342
C -0.6309 4.4706 -2.7383
H 1.0427 2.0775 -1.0587
H -0.2479 1.8710 -2.2618
H 1.9310 4.2701 -0.5462
H 2.2025 6.6219 -1.2591
H 0.6632 7.5945 -2.9310
H -1.1727 6.2132 -3.8567
H -1.4346 3.8672 -3.1410
*
```

Computed properties:
HOMO level (alpha / beta)   -5.1 / -7.9 eV
Energy   -80433.454 eV
HOMO-LUMO gap (alpha / beta)   4.69 / 7.52 eV

Atom charges from the Mulliken analysis, given in e for atoms 1 to 6: 0.926 -0.608 1.443 -0.925 -0.433 -0.352

Entry 2:
# C33H25F5N2O5RhS

A structure of composition C33H25F5N2O5RhS (ωB97M-V/def2-TZVPD, the Open Molecules 2025 dataset).

Structure (ORCA input):
```
! RIJCOSX wB97M-V def2-TZVPD def2/J DEFGRID3
* xyz 1 5
Rh 0.3849 0.1159 0.2662
C -3.3793 -1.6978 0.2283
C -2.6934 -0.3824 0.0436
O -1.8088 -0.0057 0.8324
N -3.0374 0.3772 -1.0017
C -2.4302 1.6798 -1.2311
C -1.2638 1.6331 -2.1880
C -1.3735 2.2346 -3.4290
C -0.3044 2.1858 -4.3119
C 0.8447 1.5289 -3.9183
C 0.8873 0.9559 -2.6593
N -0.1412 1.0038 -1.8041
H -3.4695 -1.8973 1.2934
H -2.7402 -2.4723 -0.2035
H -4.3554 -1.7372 -0.2516
H -3.7471 0.0460 -1.6345
H -2.1099 2.0680 -0.2651
H -3.1922 2.3487 -1.6252
H -2.2919 2.7394 -3.6966
H -0.3741 2.6524 -5.2854
H 1.7085 1.4543 -4.5629
H 1.7719 0.4382 -2.3170
O 1.5243 -0.4256 2.7362
S 0.5248 0.6636 2.7228
C -0.7481 0.3078 3.9060
C -1.9300 1.0335 3.8781
C -2.9076 0.7443 4.8153
C -2.6990 -0.2673 5.7451
C -1.5169 -0.9954 5.7434
C -0.5264 -0.7120 4.8156
C 1.2955 2.1377 3.3477
C 0.6729 3.3677 3.1949
C 1.3161 4.4989 3.6671
C 2.5644 4.3873 4.2705
C 3.1765 3.1490 4.3994
C 2.5442 2.0065 3.9292
H -2.0925 1.7999 3.1305
H -3.8350 1.3012 4.8169
H -3.4677 -0.4940 6.4720
H -1.3655 -1.7880 6.4635
H 0.3974 -1.2745 4.7803
H -0.2902 3.4471 2.7057
H 0.8490 5.4686 3.5607
H 3.0633 5.2748 4.6367
H 4.1516 3.0686 4.8608
H 3.0073 1.0309 3.9996
O 5.0925 0.2052 -1.3351
C 5.2080 1.3320 -0.5976
C 6.4200 2.0124 -0.5008
C 6.5122 3.1785 0.2346
C 5.3965 3.6987 0.8817
C 4.1940 3.0301 0.7853
C 4.0807 1.8408 0.0599
C 2.7733 1.1599 0.0463
O 1.7383 1.8116 0.4400
O 2.6058 -0.0305 -0.3111
H 5.9516 -0.0265 -1.7051
H 7.2918 1.6173 -1.0103
H 7.4645 3.6888 0.2994
H 5.4705 4.6148 1.4515
H 3.3097 3.4105 1.2803
F -0.5991 -2.3248 2.1300
C -0.0632 -2.8405 1.0096
C 0.4613 -2.0127 0.0327
C 0.9714 -2.6303 -1.0937
F 1.4822 -1.9030 -2.1002
C 0.9668 -4.0039 -1.2574
F 1.4590 -4.5635 -2.3606
C 0.4349 -4.8023 -0.2575
F 0.4194 -6.1210 -0.3962
C -0.0900 -4.2173 0.8837
F -0.6136 -4.9822 1.8416
*
```

Computed properties:
HOMO level (alpha / beta)   -10.9 / -10.9 eV
Energy   -75266.527 eV
HOMO-LUMO gap (alpha / beta)   8.49 / 5.92 eV

Atom charges from the Mulliken analysis, given in e for atoms 1 to 6: 0.233 -1.308 0.674 0.001 -0.108 -1.100

Entry 3:
# C33H26BFGaN2O13

A structure of composition C33H26BFGaN2O13 in a non-equilibrium geometry (ωB97M-V/def2-TZVPD, the Open Molecules 2025 dataset).

Structure (ORCA input):
```
! RIJCOSX wB97M-V def2-TZVPD def2/J DEFGRID3
* xyz -1 1
N -3.1068 2.8218 1.3772
B -2.5799 1.8519 0.3496
O -1.4451 2.2323 -0.4925
Ga -3.5123 -0.0162 0.1213
O -3.7053 -0.9902 1.7437
C -2.6353 -1.8588 1.9944
O -2.8338 -2.8575 2.7656
C -1.1438 -1.6931 1.4432
C -0.0792 -0.9460 2.2817
C 1.3557 -0.8361 1.6714
C 1.7237 -1.4200 0.2588
C 0.6403 -2.1620 -0.6043
C -0.7685 -2.2897 0.0382
C -5.4694 0.2976 -0.5858
O -6.2965 -0.6336 -0.3888
N -5.7546 1.5759 -1.3037
C -6.5433 1.3981 -2.5181
O -6.2437 2.0902 -3.5349
F -7.6579 0.5399 -2.6449
H -2.3205 2.9801 2.0321
H -3.4115 3.6893 0.9083
H -1.7178 2.0734 -1.4283
H -2.7535 -0.7923 -1.0507
H -0.3294 -0.4955 3.3076
H 2.1355 -0.2907 2.3030
H 2.7613 -1.3075 -0.1924
H 0.8264 -2.5916 -1.6401
H -1.6283 -2.8089 -0.5222
H -4.8633 2.0004 -1.6359
C 2.8047 2.8359 4.4887
C 1.9223 2.9587 3.4953
C 0.5577 3.4702 3.7402
O -0.2466 3.5798 2.8347
C 0.2078 3.8423 5.1277
C 1.0892 3.7199 6.1212
C 2.4548 3.2082 5.8765
O 3.2601 3.0985 6.7831
H 3.8091 2.4619 4.3264
H 2.1618 2.6914 2.4731
H -0.7959 4.2156 5.2887
H 0.8488 3.9872 7.1429
C 2.1877 -6.7032 -1.0450
C 2.3200 -7.8088 -0.3114
C 1.1647 -8.4043 0.3933
O 1.2856 -9.4127 1.0647
C -0.1419 -7.7280 0.2520
C -0.2743 -6.6221 -0.4818
C 0.8806 -6.0270 -1.1863
O 0.7604 -5.0197 -1.8572
H 3.0229 -6.2531 -1.5670
H 3.2697 -8.3169 -0.1981
H -0.9771 -8.1777 0.7741
H -1.2240 -6.1139 -0.5949
C 8.6710 0.6742 2.8095
C 7.6273 0.7940 3.6311
C 6.7837 2.0077 3.6267
O 5.8322 2.1186 4.3777
C 7.1401 3.0822 2.6760
C 8.1837 2.9625 1.8544
C 9.0276 1.7487 1.8587
O 9.9788 1.6378 1.1081
H 9.2999 -0.2072 2.7997
H 7.3520 0.0164 4.3328
H 6.5110 3.9636 2.6859
H 8.4588 3.7401 1.1527
C -3.5210 1.5468 -7.8256
C -4.4137 1.6605 -8.8095
C -5.7824 2.1565 -8.5500
O -6.5985 2.2584 -9.4493
C -6.1219 2.5227 -7.1593
C -5.2292 2.4093 -6.1740
C -3.8608 1.9134 -6.4336
O -3.0442 1.8111 -5.5373
H -2.5148 1.1848 -7.9976
H -4.1810 1.3972 -9.8340
H -7.1279 2.8846 -6.9876
H -5.4624 2.6726 -5.1501
*
```

Computed properties:
HOMO level   -4.9 eV
Energy   -120003.971 eV
HOMO-LUMO gap   4.22 eV

Atom charges from the Mulliken analysis, given in e for atoms 1 to 6: -0.639 0.280 -0.720 0.641 -0.380 0.184